No. 1
The following is a quantum chemistry calculation of 2 unconnected molecules or ions with the total composition C5H11O3 at a distorted geometry, from the Open Molecules 2025 dataset.

As for the relative energy (zero: lowest compared OMol25 entry of this formula, charge and spin): 39.0 kcal per mole. The calculation puts the HOMO energy at -4.4 eV. As for the charge: -1. For the energy, the calculation gives -11506.37469 eV.

Each line ends with the Löwdin charge.
Atoms and positions in Å:
1 C -1.397 -1.629 0.243  -0.051
2 C -1.825 -0.251 0.737  -0.700
3 O -0.925 0.684 0.841  -0.128
4 O -3.002 -0.112 1.166  -0.088
5 H -2.269 -2.304 0.008  0.084
6 H -0.771 -1.973 1.056  0.060
7 H -0.658 -1.744 -0.513  0.017
8 C 1.965 0.457 -0.673  -0.454
9 C 1.951 -0.338 0.582  -0.071
10 C 1.439 -0.191 -2.066  -0.020
11 O 1.169 1.670 -0.583  -0.128
12 H 2.943 0.981 -0.868  0.124
13 H 2.097 0.275 1.481  0.098
14 H 0.581 -0.653 -1.486  0.070
15 H 1.160 0.518 -2.815  0.055
16 H 2.150 -0.771 -2.523  0.016
17 H 0.399 1.291 -0.072  0.029
18 H 2.648 -1.117 0.607  0.054
19 H 0.984 -0.726 0.799  0.030

Forces on the atoms, in the same order (eV/Å):
-0.9 -0.8 0.4
-0.3 2.5 1.0
-0.9 -1.8 -0.6
1.1 -0.7 -0.8
0.9 0.7 0.6
-0.4 -0.7 0.8
0.2 0.7 -1.3
1.2 3.8 -3.5
-0.7 0.8 0.8
-1.4 0.6 4.8
-0.6 -1.6 1.3
-0.1 -1.3 0.3
0.4 0.3 -0.5
0.5 -0.3 -2.2
-0.5 0.9 0.2
1.5 -2.4 -0.7
-0.5 1.0 -0.2
1.3 -1.3 -0.2
-0.8 -0.5 -0.2

=====

No. 2
The following is a quantum chemistry calculation of 2 unconnected molecules or ions with the total composition C5H11O3 at a distorted geometry, from the Open Molecules 2025 dataset.

As for the relative energy (zero: lowest compared OMol25 entry of this formula, charge and spin): 13.7 kcal per mole. The calculation puts the HOMO energy at -4.8 eV. As for the charge: -1. For the energy, the calculation gives -11507.47285 eV.

Each line ends with the Löwdin charge.
Atoms and positions in Å:
1 C -1.560 0.671 0.290  -0.537
2 C -3.038 0.845 0.653  -0.091
3 C -0.702 1.812 0.964  -0.059
4 O -1.140 -0.519 0.869  -0.139
5 H -1.497 0.688 -0.798  0.119
6 H -3.547 1.635 0.106  0.062
7 H -1.148 1.924 1.952  0.054
8 H 0.311 1.422 1.000  0.059
9 H -0.670 2.782 0.461  0.059
10 H -0.243 -0.968 0.460  0.034
11 H -3.105 1.066 1.727  0.060
12 H -3.465 -0.157 0.563  0.067
13 C 3.136 -1.045 -0.762  -0.041
14 C 1.617 -0.704 -0.805  -0.708
15 O 1.232 0.259 -1.466  -0.026
16 O 0.911 -1.522 -0.108  -0.082
17 H 3.368 -1.698 0.079  0.049
18 H 3.818 -0.202 -0.681  0.054
19 H 3.211 -1.690 -1.648  0.065

Forces on the atoms, in the same order (eV/Å):
0.4 1.0 0.9
0.5 -0.5 0.8
-0.6 -0.7 -0.9
0.3 -1.0 -0.1
0.5 -0.1 -0.2
-0.1 -0.1 -0.2
0.4 0.1 0.2
0.1 0.1 0.2
-0.2 0.0 -0.1
-1.2 1.0 0.0
0.0 0.1 -0.1
-0.5 0.3 -0.4
-0.8 -0.8 0.1
0.4 -0.4 1.2
0.0 0.1 -0.1
0.6 0.3 -0.5
-0.3 0.0 0.1
-0.1 0.2 -0.7
0.8 0.5 -0.1

=====

No. 3
The following is a quantum chemistry calculation of 2 unconnected molecules or ions with the total composition C5H11O3 at a distorted geometry, from the Open Molecules 2025 dataset.

As for the relative energy (zero: lowest compared OMol25 entry of this formula, charge and spin): 63.7 kcal per mole. The calculation puts the HOMO energy at -4.2 eV. As for the charge: -1. For the energy, the calculation gives -11505.30563 eV.

Each line ends with the Löwdin charge.
Atoms and positions in Å:
1 C -1.320 -0.668 -1.786  -0.047
2 C -1.859 0.058 -0.518  -0.702
3 O -2.878 0.715 -0.670  -0.056
4 O -1.432 -0.172 0.736  -0.163
5 H -0.204 -0.541 -1.958  0.069
6 H -2.000 -0.255 -2.515  0.044
7 H -1.642 -1.740 -1.676  0.082
8 C 2.020 -0.110 0.495  -0.488
9 C 1.972 1.217 -0.439  -0.012
10 C 1.919 -0.020 2.023  -0.088
11 O 0.974 -0.935 0.095  -0.225
12 H 2.877 -0.704 0.310  0.094
13 H 2.774 1.001 -1.142  0.060
14 H 0.849 0.054 2.623  0.126
15 H 2.355 -0.875 2.534  0.046
16 H 2.304 1.005 2.243  0.054
17 H -0.121 -0.983 0.348  0.122
18 H 2.190 2.039 0.096  -0.001
19 H 0.914 1.271 -0.800  0.085

Forces on the atoms, in the same order (eV/Å):
0.3 -0.3 1.0
-0.3 -1.0 3.6
-0.7 1.0 -1.0
0.8 -0.9 -3.5
-1.6 -0.4 0.1
0.4 0.2 -0.8
0.8 0.8 0.0
-3.9 0.3 0.6
-1.0 -4.4 0.2
-2.1 2.6 1.8
-1.7 -2.6 -1.5
1.4 -0.1 -0.5
-0.5 0.4 -0.7
2.0 -0.3 -2.5
0.7 0.3 -0.1
0.6 -0.9 0.8
2.4 2.3 0.8
0.9 3.1 1.9
1.2 -0.1 -0.1

=====

No. 4
The following is a quantum chemistry calculation of a molecular structure, C5H11O4Sm at a distorted geometry, from the Open Molecules 2025 dataset.

As for the relative energy (zero: lowest compared OMol25 entry of this formula, charge and spin): 106.5 kcal per mole. Its spin multiplicity is 8. The calculation puts the HOMO energy (alpha / beta) at -4.4 / -8.3 eV. As for the charge: 0. For the energy, the calculation gives -31450.01698 eV.

Each line ends with the Löwdin charge.
Atoms and positions in Å:
1 C 2.275 -1.947 0.546  -0.339
2 O 1.137 -1.990 1.331  -0.463
3 C 2.547 -0.529 0.055  -0.165
4 O 1.296 -0.041 -0.460  -0.230
5 C 1.120 1.308 -0.557  -0.089
6 C -0.308 1.672 -0.738  -0.246
7 O -1.094 0.872 0.123  -0.421
8 Sm -0.524 -1.155 0.766  1.476
9 H 2.187 -2.607 -0.344  0.116
10 H 3.184 -2.278 1.087  0.120
11 H 3.307 -0.487 -0.739  0.133
12 H 2.846 0.123 0.889  0.133
13 H 1.953 1.906 -0.932  0.127
14 H -0.637 1.499 -1.787  0.135
15 H -0.451 2.742 -0.514  0.127
16 O -2.786 -1.398 0.387  -0.544
17 H -3.353 -1.877 0.992  -0.072
18 C -2.832 0.951 -0.033  0.000
19 H -3.186 0.537 -0.993  0.082
20 H -2.892 1.933 0.471  0.073
21 H -3.791 0.765 0.450  0.046

Forces on the atoms, in the same order (eV/Å):
0.7 -0.3 -0.1
5.3 -2.5 1.6
0.4 0.2 0.2
0.4 0.2 -0.4
0.0 0.0 0.0
-0.9 0.7 -0.6
-1.6 0.1 0.4
-5.7 0.5 -0.6
0.0 0.1 0.2
-0.2 0.0 -0.2
-0.1 0.0 0.2
-0.1 -0.2 -0.2
-0.3 -0.1 0.1
0.1 0.1 0.3
0.1 -0.2 -0.2
0.4 -0.7 0.0
-0.4 -0.1 0.0
-1.1 2.4 -0.1
1.3 1.3 -0.2
0.9 1.0 -2.2
0.6 -2.5 1.7

=====

No. 5
The following is a quantum chemistry calculation of 2 unconnected molecules or ions with the total composition C5H11O6P2 at a distorted geometry, from the Open Molecules 2025 dataset.

The calculation puts the HOMO energy (alpha / beta) at -4.3 / -4.2 eV. As for the charge: -1. For the energy, the calculation gives -36224.63002 eV.

Each line ends with the Löwdin charge.
Atoms and positions in Å:
1 C -2.323 1.821 -1.198  -0.080
2 C 2.818 1.032 -1.034  -0.156
3 C 1.733 -2.879 0.539  -0.097
4 C -2.404 0.880 0.004  -0.353
5 C 0.061 -1.627 1.315  -0.387
6 O -1.507 0.042 3.108  -0.354
7 O -1.910 -2.178 -0.439  -0.477
8 O 0.707 0.987 2.170  -0.332
9 O 2.256 -0.229 -0.683  -0.143
10 O 1.286 -2.052 1.351  -0.144
11 O -1.226 0.255 0.307  -0.470
12 P -0.690 -1.402 -0.452  0.756
13 P -0.380 0.008 2.126  0.481
14 H -3.304 2.139 -1.427  0.048
15 H -1.592 2.745 -0.990  0.131
16 H -2.023 1.254 -1.981  0.016
17 H 2.824 1.707 -0.270  0.024
18 H 2.290 1.675 -1.830  0.096
19 H 3.905 0.820 -1.276  0.093
20 H 2.769 -3.324 0.508  0.101
21 H 1.038 -3.171 -0.237  0.044
22 H 1.422 -0.102 -0.290  -0.035
23 H -3.074 -0.011 -0.099  0.121
24 H -2.676 1.611 0.779  0.117

Forces on the atoms, in the same order (eV/Å):
1.5 1.7 2.6
0.6 -1.1 -2.4
1.7 -3.1 -2.8
-1.6 0.6 0.1
-2.5 2.9 -0.8
0.8 -0.3 -1.2
-3.1 -1.8 -0.8
0.8 0.4 -0.3
2.1 0.6 -1.4
1.6 1.1 2.8
3.1 -0.4 1.4
2.0 1.3 1.4
-1.3 -1.1 0.1
-1.1 0.8 -0.1
-1.6 -2.1 -0.5
1.4 -1.3 -2.9
0.1 1.6 2.8
0.6 -1.6 0.3
-1.4 0.4 -0.2
-1.2 1.2 0.7
0.1 -0.4 -0.1
-1.7 0.5 0.8
-0.6 1.3 -0.2
-0.2 -1.0 0.7

=====

No. 6
The following is a quantum chemistry calculation of 2 unconnected molecules or ions with the total composition C5H11OS at a distorted geometry, from the Open Molecules 2025 dataset.

As for the relative energy (zero: lowest compared OMol25 entry of this formula, charge and spin): 14.9 kcal per mole. The calculation puts the HOMO energy at -2.9 eV. As for the charge: -1. For the energy, the calculation gives -18246.34306 eV.

Each line ends with the Löwdin charge.
Atoms and positions in Å:
1 C -0.640 -2.566 -1.880  -0.239
2 C -0.010 -2.330 -0.509  -0.803
3 S -1.032 -1.265 0.514  0.326
4 H -0.639 -1.628 -2.464  0.058
5 H -1.687 -2.852 -1.816  0.040
6 H -0.111 -3.338 -2.441  0.042
7 H 0.997 -1.919 -0.582  0.030
8 H 0.242 -3.267 -0.009  0.024
9 C 2.281 2.421 1.327  -0.143
10 C 0.909 1.813 1.038  -0.164
11 C 0.159 2.169 -0.054  -0.262
12 O -0.840 1.498 -0.667  -0.111
13 H 3.012 1.639 1.460  0.050
14 H 2.620 3.001 0.501  0.038
15 H 2.282 3.075 2.224  0.059
16 H 0.615 0.958 1.652  0.054
17 H 0.450 3.022 -0.586  0.076
18 H -0.742 0.523 -0.367  -0.075

Forces on the atoms, in the same order (eV/Å):
0.3 0.4 -0.3
0.3 -0.3 0.0
-0.1 0.1 0.4
0.1 -0.3 0.2
-0.1 -0.1 0.3
0.1 -0.1 -0.2
0.1 0.5 -0.5
-0.6 -0.4 0.1
-1.4 0.2 0.8
-0.6 0.1 -1.0
1.0 -1.8 1.6
0.6 0.1 0.7
0.2 -0.3 0.2
0.2 0.7 -0.8
0.1 -0.4 -0.3
0.0 0.1 -0.4
0.4 1.4 -0.9
-0.8 0.1 0.1